Below is a structure of composition C35H56N4Os in a non-equilibrium geometry, with properties calculated with the ωB97M-V functional and the def2-TZVPD basis.

- multiplicity = 5
- largest force on an atom (eV/A) = 6.12
- HOMO (alpha / beta) (eV) = 2.67 / -0.92
- charge = -2
- gap between HOMO and LUMO (alpha / beta) (Eh) = 0.0459 / 0.1747

Element x y z (Å)
Os: 0.065 -0.542 1.327
C: -0.590 -1.722 5.241
C: -0.609 -0.949 3.112
N: 0.022 -0.895 4.352
H: -2.392 -2.964 4.986
N: -1.692 -1.766 3.366
H: -0.264 -1.829 6.262
C: 0.772 -2.467 1.014
C: 0.571 -2.677 -0.361
C: 0.581 -3.993 -0.844
C: 0.860 -5.057 0.027
C: 1.115 -4.824 1.388
C: 1.045 -3.519 1.906
H: 0.407 -1.798 -0.993
H: 0.366 -4.194 -1.901
H: 1.386 -5.665 2.043
H: 1.211 -3.315 2.964
C: 0.922 -6.447 -0.530
H: 0.836 -7.181 0.274
H: 1.871 -6.615 -1.054
H: 0.112 -6.590 -1.254
C: 1.321 -0.228 4.571
C: 1.581 -0.249 6.071
C: 2.407 -0.989 3.811
H: 1.690 -1.271 6.459
H: 2.510 0.286 6.301
H: 0.772 0.259 6.614
H: 2.094 1.764 4.308
H: 0.335 1.696 4.594
H: 2.233 -1.013 2.718
C: 1.178 1.205 4.082
H: 2.462 -2.028 4.163
H: 3.387 -0.519 3.971
H: 1.010 1.273 2.989
C: -1.643 -2.286 4.626
C: -2.479 -3.686 2.095
H: -2.739 -4.307 2.967
H: -3.086 -4.019 1.246
C: -2.707 -2.205 2.398
H: -3.205 -1.637 0.371
C: -4.054 -2.071 3.106
H: -4.170 -1.056 3.506
H: -1.426 -3.894 1.855
H: -1.542 -1.281 0.707
H: -4.150 -2.779 3.941
H: -4.871 -2.266 2.403
C: -2.585 -1.283 1.201
H: -2.870 -0.259 1.455
C: 2.511 2.180 -5.798
N: 2.467 1.809 -4.465
H: 0.946 2.058 -7.310
N: 0.567 1.324 -5.289
H: 3.342 2.675 -6.270
C: 3.539 2.190 -3.538
C: 4.755 2.609 -4.358
C: 3.070 3.414 -2.751
H: 4.517 3.517 -4.932
H: 5.590 2.867 -3.691
H: 5.091 1.819 -5.043
H: 4.537 1.205 -1.887
H: 4.220 0.166 -3.274
H: 2.104 3.254 -2.259
C: 3.800 0.975 -2.665
H: 2.995 4.267 -3.441
H: 3.814 3.677 -1.991
H: 2.878 0.632 -2.189
C: 1.312 1.870 -6.314
C: -1.667 2.189 -4.807
H: -1.493 3.112 -5.381
H: -2.736 1.959 -4.870
C: -0.871 1.056 -5.456
H: -2.235 -0.526 -4.920
C: -1.183 1.109 -6.947
H: -0.583 0.399 -7.529
H: -1.396 2.352 -3.758
H: -0.829 -0.390 -3.832
H: -1.014 2.125 -7.329
H: -2.241 0.883 -7.119
C: -1.160 -0.319 -4.872
H: -0.655 -1.086 -5.473
C: 1.275 1.243 -4.126
C: -3.097 3.793 0.811
C: -2.137 3.309 1.905
C: -1.136 4.388 2.342
C: -2.906 2.780 3.129
C: -1.354 2.221 1.297
C: -0.722 1.131 1.227
H: -3.690 4.633 1.181
H: -3.779 2.980 0.520
H: -2.539 4.109 -0.081
H: -1.671 5.248 2.758
H: -0.465 3.992 3.121
H: -0.523 4.723 1.495
H: -3.602 1.981 2.830
H: -2.202 2.379 3.877
H: -3.492 3.573 3.614

***

Below is a structure of composition C35H57BrCl2N5O3PSiTa in a non-equilibrium geometry, with properties calculated with the ωB97M-V functional and the def2-TZVPD basis.

- relative energy (zero: lowest compared OMol25 entry of this formula, charge and spin) (eV) = 1.985
- largest force on an atom (eV/A) = 6.38
- HOMO (eV) = -10.79
- charge = +1
- gap between HOMO and LUMO (Eh) = 0.2294

Element x y z (Å)
Ta: 0.369 -0.841 0.251
Cl: 4.244 -0.025 6.456
C: 3.532 -0.508 4.948
C: 4.240 -1.382 4.037
C: 3.742 -1.624 2.803
Cl: 4.575 -2.363 1.510
C: 2.425 -1.195 2.465
O: 2.007 -1.478 1.193
C: 1.528 -0.484 3.410
C: 0.227 -0.165 3.152
O: -0.453 -0.304 1.979
C: 2.226 -0.120 4.657
H: 5.154 -1.866 4.435
H: -0.440 0.305 3.881
H: 1.684 0.467 5.390
C: 3.344 -4.320 -2.095
Si: 1.546 -3.988 -1.577
C: 0.478 -4.358 -3.020
C: 1.130 -5.237 -0.251
C: 1.343 -2.084 -1.402
H: 3.386 -5.270 -2.701
H: 3.972 -4.345 -1.208
H: 3.785 -3.538 -2.711
H: -0.510 -3.809 -2.989
H: 0.158 -5.430 -2.976
H: 1.026 -4.136 -3.932
H: 0.384 -5.921 -0.595
H: 0.756 -4.776 0.705
H: 2.033 -5.839 -0.123
H: 1.030 -1.737 -2.405
H: 2.367 -1.692 -1.163
C: -2.306 -3.860 0.334
C: -2.512 -2.392 0.092
C: -3.108 -1.720 1.328
C: -3.199 -2.137 -1.204
O: -1.183 -1.832 0.012
H: -3.217 -4.468 0.286
H: -1.862 -4.075 1.320
H: -1.563 -4.321 -0.409
H: -4.191 -1.935 1.399
H: -2.973 -0.650 1.211
H: -2.436 -2.035 2.173
H: -4.091 -2.747 -1.319
H: -2.619 -2.589 -2.014
H: -3.381 -1.076 -1.417
Br: -2.244 -6.302 6.667
C: -1.314 -5.075 5.611
C: -1.904 -3.838 5.353
C: -1.202 -2.981 4.551
N: -0.129 -3.337 3.824
C: 0.456 -4.508 4.116
C: -0.137 -5.444 4.943
H: -2.765 -3.474 5.940
H: -1.516 -1.947 4.539
H: 1.375 -4.687 3.571
H: 0.379 -6.388 5.120
N: 0.203 0.865 -0.457
P: -0.111 2.321 -1.092
N: -1.151 3.276 -0.190
C: -1.457 4.673 -0.491
C: -2.967 5.070 -0.416
C: -3.626 4.515 0.797
C: -2.793 3.541 1.675
C: -2.026 2.565 0.758
N: -0.769 2.076 -2.639
C: -0.577 0.803 -3.394
C: -1.593 0.659 -4.544
C: -1.426 1.794 -5.566
C: -1.092 3.226 -4.858
C: -1.263 3.265 -3.329
N: 1.312 3.185 -1.165
C: 1.961 3.459 0.192
C: 2.697 4.773 0.196
C: 3.566 4.975 -1.060
C: 3.677 3.644 -1.827
C: 2.343 2.911 -2.154
H: -1.120 4.926 -1.519
H: -0.800 5.230 0.165
H: -3.444 4.788 -1.327
H: -3.038 6.185 -0.399
H: -4.630 4.016 0.639
H: -3.920 5.378 1.388
H: -3.437 2.989 2.407
H: -2.067 4.176 2.317
H: -2.697 1.906 0.132
H: -1.384 1.888 1.297
H: -0.554 -0.058 -2.761
H: 0.402 0.862 -3.897
H: -2.617 0.783 -4.113
H: -1.577 -0.299 -5.040
H: -2.309 1.799 -6.153
H: -0.601 1.608 -6.291
H: -1.654 3.914 -5.421
H: -0.009 3.390 -5.140
H: -2.314 3.369 -3.073
H: -0.759 4.172 -2.956
H: 2.563 2.558 0.548
H: 1.170 3.514 0.972
H: 3.292 4.768 1.167
H: 1.988 5.572 0.265
H: 4.626 5.300 -0.812
H: 3.204 5.762 -1.684
H: 4.300 2.929 -1.230
H: 4.222 3.841 -2.763
H: 2.580 1.871 -2.134
H: 2.026 3.152 -3.168

***

Ordered E results: -45622.74151, -164615.34277; unit eV.